# 1
This record from OMol25 describes a molecular structure, C18H23Br2F2NO4PS2. The level of theory is ωB97M-V with the def2-TZVPD basis set.

frontier orbital gap: 8.45 eV
total charge: -1
E_HOMO: -5.88 eV

Geometry (Å):
C (-3.135, -1.393, -2.747)
C (-1.798, -1.656, -2.035)
P (-1.899, -1.314, -0.224)
C (-0.496, -2.319, 0.416)
S (-0.912, 0.643, -0.216)
O (0.388, 0.453, 0.411)
O (-0.877, 1.129, -1.593)
N (-1.870, 1.494, 0.743)
S (-2.581, 2.824, 0.220)
O (-3.364, 2.622, -0.976)
O (-3.194, 3.482, 1.353)
C (-1.233, 3.936, -0.307)
Br (0.158, 3.885, 1.050)
C (-1.565, 5.424, -0.516)
C (-0.521, 6.078, -1.451)
Br (-3.358, 5.782, -1.195)
H (-3.980, -1.652, -2.098)
H (-3.217, -1.988, -3.662)
H (-3.236, -0.335, -3.003)
H (-1.484, -2.701, -2.158)
H (-1.013, -1.034, -2.477)
H (-0.617, -3.340, 0.046)
H (0.465, -1.903, 0.105)
H (-0.527, -2.307, 1.508)
H (-0.810, 3.499, -1.212)
H (-1.516, 5.910, 0.457)
H (0.163, 6.706, -0.875)
H (0.075, 5.320, -1.966)
H (-1.004, 6.691, -2.213)
F (0.969, -3.876, -1.881)
C (2.197, -3.462, -2.247)
C (2.377, -2.121, -2.529)
C (3.645, -1.694, -2.898)
C (4.697, -2.597, -2.981)
C (4.484, -3.938, -2.689)
C (3.223, -4.383, -2.314)
H (1.544, -1.436, -2.446)
H (3.808, -0.646, -3.113)
H (5.683, -2.255, -3.268)
H (5.302, -4.644, -2.750)
H (3.031, -5.420, -2.074)
F (0.642, -2.569, 6.456)
C (0.402, -1.585, 5.549)
C (-0.872, -1.067, 5.451)
C (-1.107, -0.061, 4.521)
C (-0.081, 0.405, 3.711)
C (1.189, -0.142, 3.830)
C (1.444, -1.145, 4.757)
H (-1.659, -1.450, 6.089)
H (-2.100, 0.359, 4.419)
H (-0.273, 1.172, 2.974)
H (1.984, 0.208, 3.184)
H (2.426, -1.586, 4.866)

# 2
This record from OMol25 describes 3 unconnected molecules or ions with the total composition C18H23BrF2N4O6P at a distorted geometry. The level of theory is ωB97M-V with the def2-TZVPD basis set.

frontier orbital gap: 7.81 eV
total charge: +1
E_HOMO: -11.57 eV

Geometry (Å):
C (-7.646, -0.997, 3.536)
C (-6.875, -1.530, 2.358)
C (-6.789, -0.812, 1.169)
C (-6.063, -1.293, 0.092)
C (-5.403, -2.511, 0.175)
C (-4.593, -3.025, -1.000)
C (-3.323, -2.258, -1.118)
N (-2.329, -2.267, -0.235)
C (-1.390, -1.415, -0.686)
N (-0.254, -1.192, -0.029)
P (1.074, -0.144, -0.475)
C (2.271, -1.320, -1.147)
C (1.734, 0.327, 1.141)
N (-1.794, -0.872, -1.870)
Br (-1.144, 0.341, -3.084)
N (-3.027, -1.427, -2.126)
C (-5.484, -3.236, 1.354)
C (-6.215, -2.752, 2.428)
H (-8.047, -1.805, 4.147)
H (-6.999, -0.379, 4.165)
H (-8.473, -0.367, 3.205)
H (-7.308, 0.138, 1.083)
H (-6.029, -0.713, -0.827)
H (-5.171, -2.947, -1.923)
H (-4.317, -4.071, -0.850)
H (-0.211, -1.745, 0.820)
H (1.798, -1.831, -1.991)
H (2.643, -2.087, -0.461)
H (3.105, -0.741, -1.551)
H (2.021, 1.377, 1.080)
H (0.996, 0.227, 1.941)
H (2.617, -0.249, 1.429)
H (-3.562, -1.183, -2.946)
H (-4.976, -4.191, 1.436)
H (-6.274, -3.345, 3.334)
C (3.917, 4.858, 2.857)
C (5.392, 4.833, 2.502)
O (5.505, 3.623, 1.766)
C (4.296, 3.319, 1.245)
O (4.103, 2.483, 0.423)
O (3.338, 4.102, 1.783)
F (6.185, 4.769, 3.588)
H (3.747, 4.337, 3.799)
H (3.482, 5.852, 2.891)
H (5.725, 5.659, 1.871)
C (5.221, 1.050, -3.029)
C (6.693, 1.254, -3.325)
O (7.058, 0.016, -3.906)
C (5.949, -0.560, -4.445)
O (5.945, -1.492, -5.168)
O (4.839, 0.110, -4.034)
F (7.424, 1.459, -2.207)
H (5.081, 0.608, -2.041)
H (4.628, 1.957, -3.111)
H (6.908, 2.056, -4.033)

# 3
This record from OMol25 describes a molecular structure, C18H23ClN3O7Pt at a distorted geometry. The level of theory is ωB97M-V with the def2-TZVPD basis set.

frontier orbital gap (alpha / beta): 3.42 / 3.38 eV
2S+1: 3
total charge: -1
E_HOMO (alpha / beta): -1.77 / -1.71 eV
relative energy (zero: lowest compared OMol25 entry of this formula, charge and spin): 69.1 kJ/mol

Geometry (Å):
Pt (0.133, -0.128, 0.760)
Cl (-1.390, 0.784, 4.180)
O (-2.788, 1.078, 4.294)
O (-0.629, 1.917, 4.657)
O (-1.140, -0.401, 4.947)
O (-1.038, 0.538, 2.805)
O (3.092, -3.828, 3.177)
C (2.721, -3.672, 1.858)
C (2.059, -2.332, 1.383)
O (0.784, -1.994, 1.811)
H (1.941, -4.446, 1.715)
H (3.479, -3.965, 1.110)
H (2.107, -2.176, 0.281)
H (2.823, -1.551, 1.595)
N (-1.577, -1.400, 0.004)
C (-2.877, -1.017, 0.012)
C (-3.879, -1.722, -0.617)
C (-3.530, -2.895, -1.281)
C (-2.227, -3.351, -1.284)
C (-1.293, -2.538, -0.645)
H (-3.036, -0.099, 0.564)
H (-4.874, -1.306, -0.678)
H (-4.336, -3.446, -1.750)
H (-1.935, -4.220, -1.853)
H (-0.289, -2.892, -0.431)
N (-0.961, 1.819, 0.096)
C (-1.640, 1.919, -1.072)
C (-2.101, 3.097, -1.653)
C (-1.763, 4.290, -1.040)
C (-1.056, 4.270, 0.161)
C (-0.700, 3.018, 0.671)
H (-2.189, 1.053, -1.425)
H (-2.708, 3.046, -2.545)
H (-2.008, 5.247, -1.484)
H (-0.660, 5.175, 0.594)
H (-0.134, 2.962, 1.592)
N (1.061, -0.287, -1.394)
C (2.373, -0.152, -1.625)
C (2.949, 0.270, -2.823)
C (2.076, 0.543, -3.896)
C (0.740, 0.208, -3.727)
C (0.287, -0.236, -2.462)
H (3.054, -0.477, -0.846)
H (4.013, 0.455, -2.806)
H (2.451, 0.928, -4.834)
H (0.073, 0.193, -4.577)
H (-0.762, -0.442, -2.305)
C (2.655, 1.225, 2.155)
O (1.852, 1.274, 0.957)
H (3.540, 0.627, 1.947)
H (2.892, 2.271, 2.389)
H (2.023, 0.934, 2.991)
H (2.343, 1.833, 0.347)

# 4
This record from OMol25 describes a molecular structure, C18H23CoN6S2. The level of theory is ωB97M-V with the def2-TZVPD basis set.

frontier orbital gap (alpha / beta): 7.16 / 7.35 eV
2S+1: 2
total charge: +1
E_HOMO (alpha / beta): -10.75 / -10.80 eV
relative energy (zero: lowest compared OMol25 entry of this formula, charge and spin): 27.3 kJ/mol

Geometry (Å):
Co (0.091, 0.631, -1.285)
N (1.554, 4.018, 0.703)
C (1.279, 2.850, 0.106)
S (-0.176, 2.772, -0.871)
N (2.108, 1.856, 0.303)
N (1.729, 0.735, -0.353)
C (2.449, -0.338, -0.319)
C (3.714, -0.488, 0.418)
C (4.845, -0.955, -0.251)
C (6.043, -1.101, 0.427)
C (6.115, -0.797, 1.779)
C (4.990, -0.337, 2.449)
C (3.794, -0.171, 1.772)
C (1.881, -1.439, -1.127)
C (2.358, -2.738, -1.116)
C (1.750, -3.683, -1.931)
C (0.688, -3.308, -2.734)
C (0.236, -2.000, -2.666)
N (0.809, -1.092, -1.883)
H (1.003, 4.832, 0.504)
H (2.438, 4.122, 1.174)
H (4.795, -1.184, -1.309)
H (6.921, -1.449, -0.100)
H (7.049, -0.916, 2.311)
H (5.047, -0.098, 3.502)
H (2.922, 0.205, 2.288)
H (3.190, -3.001, -0.479)
H (2.107, -4.704, -1.935)
H (0.198, -4.013, -3.389)
H (-0.613, -1.666, -3.247)
C (-4.151, -1.621, 2.018)
C (-3.471, -0.278, 2.231)
N (-3.664, 0.633, 1.102)
C (-2.916, 0.656, 0.002)
S (-1.652, -0.495, -0.198)
N (-3.169, 1.571, -0.931)
C (-4.251, 2.546, -0.899)
C (-5.608, 1.956, -1.260)
H (-3.987, -2.262, 2.883)
H (-3.748, -2.123, 1.141)
H (-5.226, -1.498, 1.888)
H (-2.400, -0.396, 2.387)
H (-3.877, 0.228, 3.106)
H (-4.432, 1.282, 1.165)
H (-2.649, 1.471, -1.786)
H (-3.980, 3.333, -1.601)
H (-4.262, 3.026, 0.084)
H (-5.599, 1.565, -2.277)
H (-6.376, 2.726, -1.200)
H (-5.894, 1.141, -0.595)

# 5
This record from OMol25 describes C18H23F2N5O3S in the gas phase. The level of theory is ωB97M-V with the def2-TZVPD basis set.

frontier orbital gap: 7.89 eV
total charge: 0
E_HOMO: -7.95 eV
SMILES: [H]/N=c1\[nH]c(/C(=N/OC)C(=O)N[C@]23C[C@H]2CN(C(=O)CCC2CC(F)(F)C2)C3)cs1
relative energy (zero: lowest compared OMol25 entry of this formula, charge and spin): 15.3 kJ/mol

Geometry (Å):
C (-4.635, 1.547, -2.525)
O (-3.408, 0.834, -2.402)
N (-3.612, -0.471, -2.808)
C (-2.551, -1.183, -2.837)
C (-1.142, -0.731, -2.492)
O (-0.197, -1.074, -3.173)
N (-1.023, 0.004, -1.361)
C (0.248, 0.496, -0.935)
C (0.379, 1.934, -0.533)
C (1.066, 1.431, -1.772)
C (2.509, 1.010, -1.631)
N (2.526, 0.120, -0.458)
C (3.375, 0.421, 0.578)
O (4.429, 0.999, 0.378)
C (3.039, -0.079, 1.972)
C (2.117, 0.879, 2.728)
C (1.996, 0.507, 4.196)
C (3.251, 0.864, 5.046)
C (2.473, 2.052, 5.601)
F (2.526, 2.244, 6.945)
F (2.841, 3.236, 5.027)
C (1.162, 1.513, 5.037)
C (1.208, -0.490, -0.294)
C (-2.735, -2.574, -3.243)
C (-1.801, -3.525, -3.395)
S (-2.504, -5.042, -3.865)
C (-4.140, -4.352, -3.859)
N (-5.160, -5.045, -4.149)
N (-4.023, -3.026, -3.497)
H (-4.426, 2.556, -2.178)
H (-4.958, 1.571, -3.566)
H (-5.408, 1.090, -1.906)
H (-1.862, 0.367, -0.940)
H (-0.491, 2.559, -0.685)
H (0.977, 2.178, 0.336)
H (0.700, 1.744, -2.738)
H (2.823, 0.470, -2.527)
H (3.208, 1.825, -1.457)
H (2.611, -1.083, 1.950)
H (3.997, -0.144, 2.488)
H (2.508, 1.898, 2.643)
H (1.118, 0.886, 2.281)
H (1.673, -0.530, 4.297)
H (3.469, 0.138, 5.826)
H (4.161, 1.121, 4.506)
H (0.561, 2.238, 4.491)
H (0.567, 1.038, 5.814)
H (0.979, -0.688, 0.749)
H (1.155, -1.432, -0.847)
H (-0.740, -3.393, -3.287)
H (-6.018, -4.502, -4.098)
H (-4.816, -2.409, -3.431)

# 6
This record from OMol25 describes C18H23F2N5O3S in the gas phase at a distorted geometry. The level of theory is ωB97M-V with the def2-TZVPD basis set.

frontier orbital gap: 7.90 eV
total charge: 0
E_HOMO: -7.93 eV
SMILES: [H]/N=c1\[nH]c(/C(=N/OC)C(=O)N[C@]23C[C@H]2CN(C(=O)CCC2CC(F)(F)C2)C3)cs1
relative energy (zero: lowest compared OMol25 entry of this formula, charge and spin): 57.3 kJ/mol

Geometry (Å):
C (4.908, 0.657, 2.204)
O (3.973, 0.612, 1.130)
N (4.273, 1.625, 0.239)
C (3.562, 1.616, -0.822)
C (2.474, 0.618, -1.179)
O (2.389, 0.171, -2.305)
N (1.599, 0.328, -0.189)
C (0.528, -0.593, -0.398)
C (0.310, -1.679, 0.613)
C (0.778, -2.021, -0.771)
C (-0.270, -2.417, -1.778)
N (-1.250, -1.303, -1.822)
C (-2.594, -1.630, -1.656)
O (-3.126, -2.390, -2.439)
C (-3.474, -0.855, -0.682)
C (-3.206, -1.078, 0.806)
C (-4.376, -0.608, 1.655)
C (-5.606, -1.560, 1.615)
C (-5.182, -2.076, 2.985)
F (-6.159, -2.214, 3.919)
F (-4.541, -3.282, 2.916)
C (-4.215, -0.913, 3.170)
C (-0.661, -0.112, -1.208)
C (3.839, 2.684, -1.779)
C (3.275, 2.889, -2.978)
S (3.908, 4.313, -3.747)
C (4.988, 4.643, -2.377)
N (5.766, 5.643, -2.361)
N (4.782, 3.647, -1.444)
H (4.621, -0.145, 2.879)
H (5.919, 0.488, 1.834)
H (4.855, 1.617, 2.718)
H (1.823, 0.624, 0.747)
H (1.040, -1.753, 1.408)
H (-0.701, -1.938, 0.893)
H (1.791, -2.365, -0.915)
H (0.201, -2.552, -2.754)
H (-0.795, -3.342, -1.537)
H (-3.430, 0.213, -0.911)
H (-4.485, -1.181, -0.924)
H (-3.032, -2.142, 1.000)
H (-2.307, -0.545, 1.124)
H (-4.608, 0.433, 1.430)
H (-6.559, -1.037, 1.674)
H (-5.636, -2.307, 0.823)
H (-3.220, -1.184, 3.522)
H (-4.647, -0.147, 3.811)
H (-1.386, 0.438, -0.613)
H (-0.288, 0.558, -1.988)
H (2.550, 2.256, -3.456)
H (6.316, 5.688, -1.507)
H (5.285, 3.606, -0.574)

# 7
This record from OMol25 describes a molecular structure, C18H23HfN2O6S4Se3Te at a distorted geometry. The level of theory is ωB97M-V with the def2-TZVPD basis set.

frontier orbital gap: 5.95 eV
total charge: -1
E_HOMO: -4.46 eV
relative energy (zero: lowest compared OMol25 entry of this formula, charge and spin): 284.2 kJ/mol

Geometry (Å):
Hf (0.174, 1.579, 0.822)
C (-0.827, -1.557, -2.598)
C (-1.930, -1.141, -1.617)
N (-1.531, -1.110, -0.213)
C (-1.604, -2.391, 0.481)
C (-0.618, -3.468, 0.039)
S (1.145, -3.044, 0.096)
C (1.617, -3.079, -1.655)
C (1.635, -1.754, -2.418)
N (0.448, -0.942, -2.275)
H (-0.716, -2.641, -2.630)
H (-1.180, -1.251, -3.590)
H (-2.243, -0.130, -1.881)
H (-2.801, -1.798, -1.773)
H (-2.196, -0.507, 0.256)
H (-1.463, -2.191, 1.546)
H (-2.605, -2.841, 0.368)
H (-0.759, -4.327, 0.698)
H (-0.846, -3.808, -0.971)
H (2.629, -3.486, -1.677)
H (0.984, -3.816, -2.151)
H (2.476, -1.157, -2.055)
H (1.865, -2.018, -3.469)
H (0.548, -0.085, -2.805)
O (2.038, 1.504, 2.092)
S (2.785, 0.760, 1.043)
O (3.791, -0.148, 1.460)
O (1.672, 0.161, 0.207)
C (3.389, 1.972, -0.123)
C (4.339, 1.463, -0.988)
C (4.680, 2.151, -2.148)
C (4.041, 3.332, -2.454)
C (3.100, 3.863, -1.575)
C (2.749, 3.201, -0.410)
S (1.913, 4.304, 0.807)
O (2.792, 4.267, 1.933)
O (1.694, 5.551, 0.144)
O (0.562, 3.669, 1.114)
H (4.802, 0.511, -0.762)
H (5.433, 1.746, -2.812)
H (4.279, 3.862, -3.367)
H (2.624, 4.810, -1.782)
Se (-0.306, 2.573, -1.644)
Se (-1.265, 1.956, -3.613)
Te (-4.235, 2.339, -1.326)
Se (-2.254, 2.131, 0.072)
S (-0.909, 1.044, 3.081)
C (-2.359, 0.047, 3.315)
C (-2.405, -0.655, 4.523)
C (-3.472, -1.483, 4.826)
C (-4.523, -1.634, 3.932)
C (-4.500, -0.919, 2.744)
C (-3.436, -0.080, 2.444)
H (-1.583, -0.547, 5.219)
H (-3.479, -2.014, 5.771)
H (-5.353, -2.288, 4.165)
H (-5.319, -0.997, 2.040)
H (-3.488, 0.512, 1.539)

# 8
This record from OMol25 describes a molecular structure, C18H23KO9PS at a distorted geometry. The level of theory is ωB97M-V with the def2-TZVPD basis set.

frontier orbital gap: 8.20 eV
total charge: -1
E_HOMO: -5.74 eV
relative energy (zero: lowest compared OMol25 entry of this formula, charge and spin): 97.9 kJ/mol

Geometry (Å):
K (-0.103, -0.052, 0.747)
O (-0.679, 0.437, -1.788)
C (-1.242, 1.703, -2.124)
C (-1.481, 2.483, -0.737)
O (-1.928, 3.616, -0.831)
O (-1.196, 1.816, 0.268)
C (-0.327, 2.569, -2.926)
C (1.045, 2.337, -2.999)
C (1.857, 3.206, -3.706)
C (1.324, 4.320, -4.332)
C (-0.033, 4.576, -4.225)
C (-0.853, 3.708, -3.535)
C (-2.582, 1.472, -2.800)
C (-3.757, 1.454, -2.062)
C (-4.967, 1.177, -2.671)
C (-5.023, 0.926, -4.031)
C (-3.856, 0.928, -4.774)
C (-2.643, 1.198, -4.164)
H (-0.291, 0.094, -2.604)
H (1.489, 1.495, -2.480)
H (2.921, 3.019, -3.759)
H (1.966, 4.989, -4.889)
H (-0.449, 5.466, -4.673)
H (-1.907, 3.907, -3.419)
H (-3.726, 1.685, -1.010)
H (-5.868, 1.162, -2.078)
H (-5.975, 0.734, -4.508)
H (-3.890, 0.721, -5.835)
H (-1.738, 1.222, -4.758)
C (-4.187, -2.929, 1.479)
O (-4.191, -1.968, 0.446)
P (-2.908, -0.917, 0.185)
O (-2.620, -0.409, 1.690)
C (-3.291, 0.772, 2.089)
O (-1.642, -1.930, 0.229)
C (-1.380, -2.656, -0.949)
H (-5.172, -3.400, 1.481)
H (-3.999, -2.474, 2.453)
H (-3.425, -3.691, 1.309)
H (-3.093, 0.911, 3.150)
H (-4.371, 0.688, 1.931)
H (-2.904, 1.624, 1.532)
H (-0.420, -3.146, -0.815)
H (-1.343, -1.996, -1.817)
H (-2.157, -3.408, -1.128)
C (3.563, -1.510, 2.514)
S (1.870, -1.808, 1.850)
O (1.900, -1.449, 0.430)
O (1.601, -3.212, 2.094)
O (1.012, -0.879, 2.582)
H (4.131, -2.424, 2.404)
H (3.446, -1.255, 3.559)
H (4.017, -0.698, 1.966)

# 9
This record from OMol25 describes C18H23N3O3 in the gas phase at a distorted geometry. The level of theory is ωB97M-V with the def2-TZVPD basis set.

frontier orbital gap: 9.32 eV
total charge: 0
E_HOMO: -8.52 eV
SMILES: CCCC(=O)N1CCC[C@H](c2nc(-c3cccc(OC)c3)no2)C1
relative energy (zero: lowest compared OMol25 entry of this formula, charge and spin): 298.7 kJ/mol

Geometry (Å):
C (3.978, 3.489, 1.029)
C (3.272, 2.953, -0.209)
C (3.535, 1.461, -0.413)
C (2.773, 0.617, 0.593)
O (1.974, 1.087, 1.377)
N (3.049, -0.719, 0.598)
C (3.841, -1.450, -0.364)
H (4.461, -2.166, 0.190)
C (2.936, -2.209, -1.339)
C (1.972, -3.113, -0.573)
H (2.536, -3.912, -0.084)
H (1.263, -3.576, -1.262)
C (1.213, -2.340, 0.515)
C (0.236, -1.375, -0.050)
N (-1.019, -1.296, 0.261)
C (-1.466, -0.246, -0.495)
N (-0.520, 0.275, -1.234)
O (0.594, -0.452, -0.952)
C (-2.842, 0.211, -0.485)
C (-3.222, 1.318, -1.246)
C (-4.539, 1.725, -1.225)
C (-5.485, 1.053, -0.465)
C (-5.108, -0.050, 0.295)
C (-3.778, -0.466, 0.281)
H (-3.482, -1.319, 0.870)
O (-5.950, -0.786, 1.073)
C (-7.307, -0.421, 1.130)
H (-7.783, -0.483, 0.145)
H (-7.437, 0.588, 1.534)
H (-7.776, -1.139, 1.801)
H (-6.507, 1.399, -0.473)
H (-4.847, 2.581, -1.808)
H (-2.481, 1.833, -1.833)
H (0.636, -3.032, 1.134)
C (2.221, -1.585, 1.403)
H (2.855, -2.312, 1.922)
H (1.698, -0.968, 2.136)
H (2.375, -1.491, -1.937)
H (3.549, -2.809, -2.013)
H (4.502, -0.779, -0.908)
H (3.206, 1.164, -1.412)
H (4.605, 1.264, -0.323)
H (3.614, 3.497, -1.092)
H (2.197, 3.106, -0.106)
H (3.783, 4.553, 1.147)
H (5.055, 3.343, 0.954)
H (3.616, 2.974, 1.914)

The DFT total energy results, record by record, are as follows: -205199.8955, -122044.4587, -53597.7523, -87273.7227, -48900.6105, -48900.1752, -282289.3027, -73920.5177, -29651.9284 eV.